--- i ---
{
  "formula": "C16H17N",
  "method": "ωB97M-V with the def2-TZVPD basis set",
  "molar_mass_g_mol": 223.319,
  "smiles": "Cc1c[nH]c2ccccc12.Cc1ccccc1",
  "homo_lumo_gap_ev": 8.3,
  "species": ["C", "C", "C", "N", "C", "C", "C", "C", "C", "C", "H", "H", "H", "H", "H", "H", "H", "H", "H", "C", "C", "C", "C", "C", "C", "C", "H", "H", "H", "H", "H", "H", "H", "H"],
  "coordinates": [[0.7224, -1.3786, 3.0729], [0.4437, -0.3376, 2.1345], [-0.7414, 0.3590, 2.0602], [-0.6461, 1.2968, 1.0117], [0.6863, 1.2829, 0.4547], [1.3598, 2.1468, -0.3541], [2.8063, 2.1252, -0.3684], [3.4719, 1.0111, 0.1145], [2.7201, 0.0437, 0.8771], [1.3840, 0.1775, 1.1785], [1.7718, -1.7209, 3.0067], [-0.0155, -2.2402, 3.0022], [0.4201, -1.0772, 4.0825], [-1.5394, 0.1791, 2.7325], [-1.4950, 1.6985, 0.5490], [0.7748, 3.0166, -0.7622], [3.4192, 2.8848, -0.7294], [4.5093, 0.7782, 0.0866], [3.2649, -0.7898, 1.2995], [-0.1113, -2.7498, -1.5085], [-1.0482, -1.5770, -1.4764], [-2.3970, -1.7364, -0.9926], [-3.2699, -0.7075, -1.1056], [-2.9364, 0.5879, -1.5987], [-1.6528, 0.7366, -2.0007], [-0.6894, -0.3190, -2.0274], [-0.3911, -3.5014, -0.6852], [0.9001, -2.4468, -1.4252], [-0.1766, -3.4688, -2.4478], [-2.6117, -2.5874, -0.3383], [-4.2531, -0.8412, -0.5195], [-3.7188, 1.3395, -1.4578], [-1.2264, 1.8213, -2.1553], [0.4012, -0.1116, -2.0799]],
  "lowdin_charge": [-0.0746, -0.2896, -0.0303, 0.0694, -0.1962, -0.0460, -0.0826, -0.0851, -0.0371, -0.1252, 0.0856, 0.0991, 0.0808, 0.1131, 0.1460, 0.1189, 0.0724, 0.0843, 0.0953, -0.0727, -0.2663, -0.0733, -0.1193, -0.1272, -0.1407, -0.0428, 0.0932, 0.0448, 0.1186, 0.1099, 0.1257, 0.1040, 0.1324, 0.1155]
}


--- ii ---
{
  "formula": "C16H17N",
  "method": "ωB97M-V with the def2-TZVPD basis set",
  "molar_mass_g_mol": 223.319,
  "smiles": "Cc1c[nH]c2ccccc12.Cc1ccccc1",
  "homo_lumo_gap_ev": 8.9,
  "species": ["C", "C", "C", "N", "C", "C", "C", "C", "C", "C", "H", "H", "H", "H", "H", "H", "H", "H", "H", "C", "C", "C", "C", "C", "C", "C", "H", "H", "H", "H", "H", "H", "H", "H"],
  "coordinates": [[-2.7000, 2.1809, -4.5791], [-1.9331, 1.0598, -4.0517], [-2.1014, -0.2515, -4.3707], [-1.0789, -1.0238, -3.7668], [-0.3721, -0.1700, -2.9342], [0.6452, -0.4410, -2.0434], [1.2099, 0.5847, -1.3085], [0.8538, 1.8932, -1.6750], [-0.2284, 2.2247, -2.4739], [-0.7997, 1.1395, -3.1621], [-2.3565, 2.6331, -5.5161], [-2.8739, 3.0335, -3.9144], [-3.7148, 1.8179, -4.8402], [-2.8366, -0.7262, -4.9952], [-1.2158, -1.9971, -3.5598], [0.8910, -1.4700, -1.7661], [2.1038, 0.4011, -0.6970], [1.3374, 2.6876, -1.1135], [-0.5253, 3.2418, -2.6811], [-0.0654, -0.5622, 6.3763], [0.6950, -0.8107, 5.1026], [0.0589, -0.3444, 3.9425], [0.5685, -0.7138, 2.7036], [1.7125, -1.5019, 2.6272], [2.3777, -1.8652, 3.8016], [1.8134, -1.6317, 5.0467], [0.4701, -1.0259, 7.2140], [-1.1077, -0.8679, 6.3091], [0.1834, 0.4913, 6.5993], [-0.6581, 0.4863, 3.9365], [0.0775, -0.3386, 1.8162], [2.1844, -1.8820, 1.7259], [3.4061, -2.2272, 3.6657], [2.1705, -2.0998, 5.9438]],
  "lowdin_charge": [-0.0678, -0.2522, -0.0384, 0.0750, -0.2323, -0.0391, -0.0992, -0.1110, -0.0123, -0.1397, 0.0821, 0.0779, 0.0850, 0.1164, 0.1403, 0.1101, 0.1060, 0.0946, 0.1067, -0.0619, -0.2973, -0.0613, -0.0909, -0.1003, -0.0972, -0.0550, 0.0713, 0.0831, 0.0898, 0.1191, 0.0940, 0.0951, 0.1061, 0.1031]
}


Least stable = i


--- i ---
{
  "formula": "C16H17N",
  "method": "ωB97M-V with the def2-TZVPD basis set",
  "molar_mass_g_mol": 223.319,
  "smiles": "Cc1c[nH]c2ccccc12.Cc1ccccc1",
  "homo_lumo_gap_ev": 8.7,
  "species": ["C", "C", "C", "N", "C", "C", "C", "C", "C", "C", "H", "H", "H", "H", "H", "H", "H", "H", "H", "C", "C", "C", "C", "C", "C", "C", "H", "H", "H", "H", "H", "H", "H", "H"],
  "coordinates": [[0.9854, -4.5487, 1.3860], [0.2331, -3.5983, 0.4744], [0.1150, -3.7496, -0.8736], [-0.6365, -2.6167, -1.3233], [-0.9982, -1.8459, -0.2304], [-1.9404, -0.8051, -0.1572], [-2.2486, -0.3329, 1.1060], [-1.6702, -0.8929, 2.2410], [-0.9337, -2.0679, 2.1890], [-0.4938, -2.4849, 0.9380], [1.9876, -4.0949, 1.3694], [1.2934, -5.5550, 1.2086], [0.5667, -4.5012, 2.3787], [0.5243, -4.5097, -1.5276], [-0.6425, -2.3858, -2.2939], [-2.3284, -0.2109, -0.9857], [-3.0535, 0.3668, 1.1896], [-1.9499, -0.4262, 3.2242], [-0.5676, -2.3886, 3.1494], [0.3274, 3.0845, 1.2939], [0.4571, 3.2095, -0.1692], [1.0950, 4.2875, -0.8216], [1.4090, 4.2415, -2.1259], [1.1579, 3.1032, -2.9104], [0.5599, 1.9741, -2.3721], [0.2055, 2.0856, -0.9568], [1.3423, 3.1497, 1.6926], [0.0508, 2.0549, 1.5334], [-0.0542, 3.9972, 1.7553], [1.4439, 5.1492, -0.2458], [1.8055, 5.1085, -2.6963], [1.6182, 3.0662, -3.9516], [0.6102, 1.0200, -2.8456], [-0.2709, 1.1165, -0.6422]],
  "lowdin_charge": [-0.0373, -0.2523, -0.0193, 0.0676, -0.1998, -0.0424, -0.1205, -0.1095, -0.0230, -0.1497, 0.0847, 0.0619, 0.0624, 0.1189, 0.1327, 0.1117, 0.0965, 0.1153, 0.1045, -0.0577, -0.2876, -0.0747, -0.1254, -0.1201, -0.0694, -0.0318, 0.0827, 0.0776, 0.0857, 0.1171, 0.1133, 0.1165, 0.0819, 0.0893]
}


--- ii ---
{
  "formula": "C16H17N",
  "method": "ωB97M-V with the def2-TZVPD basis set",
  "molar_mass_g_mol": 223.319,
  "smiles": "Cc1c[nH]c2ccccc12.Cc1ccccc1",
  "homo_lumo_gap_ev": 8.7,
  "species": ["C", "C", "C", "N", "C", "C", "C", "C", "C", "C", "H", "H", "H", "H", "H", "H", "H", "H", "H", "C", "C", "C", "C", "C", "C", "C", "H", "H", "H", "H", "H", "H", "H", "H"],
  "coordinates": [[-0.8099, -0.1082, 2.5831], [-0.1276, -1.0070, 1.5944], [1.1013, -1.5527, 1.7472], [1.4310, -2.3033, 0.6282], [0.3359, -2.3281, -0.1995], [0.2430, -2.8210, -1.5063], [-0.9322, -2.5737, -2.1769], [-1.9953, -1.8787, -1.5595], [-1.8941, -1.3793, -0.2785], [-0.6100, -1.4188, 0.2962], [-1.7824, 0.2452, 2.2442], [-0.2276, 0.7724, 2.8545], [-0.9814, -0.6840, 3.4902], [1.8446, -1.4951, 2.5276], [2.1945, -2.9469, 0.5719], [1.0255, -3.3454, -2.0148], [-1.0829, -2.8139, -3.2177], [-2.8031, -1.5879, -2.2165], [-2.6291, -0.7189, 0.1528], [0.7085, 3.9400, 1.5782], [0.5549, 2.9963, 0.4328], [1.6384, 2.6033, -0.3611], [1.5460, 1.5869, -1.2873], [0.2651, 1.1666, -1.6693], [-0.8244, 1.6492, -0.9928], [-0.6913, 2.4634, 0.1349], [1.3956, 3.6442, 2.3749], [-0.2587, 4.1711, 2.0276], [1.0679, 4.9242, 1.3012], [2.5972, 3.0238, -0.1011], [2.4276, 1.0937, -1.6554], [0.1287, 0.5121, -2.5190], [-1.8095, 1.4638, -1.4098], [-1.5315, 2.6296, 0.8003]],
  "lowdin_charge": [-0.0423, -0.2220, -0.0570, 0.0757, -0.2208, -0.0240, -0.1073, -0.1073, -0.0361, -0.1509, 0.0661, 0.0716, 0.0750, 0.1219, 0.1445, 0.0997, 0.0948, 0.0954, 0.1044, -0.0640, -0.2849, -0.0569, -0.0728, -0.0935, -0.1044, -0.0562, 0.0797, 0.0734, 0.0745, 0.1067, 0.0988, 0.1035, 0.1062, 0.1085]
}


Least stable = i


--- i ---
{
  "formula": "CH2N2OS",
  "method": "ωB97M-V with the def2-TZVPD basis set",
  "molar_mass_g_mol": 90.107,
  "smiles": "NC(=S)N=O",
  "homo_lumo_gap_ev": [7.4, 7.5],
  "species": ["N", "C", "S", "N", "O", "H", "H"],
  "coordinates": [[0.7513, -0.5090, -0.0089], [-0.5332, -0.1125, -0.0144], [-1.7424, -1.2503, 0.0412], [-0.8287, 1.2855, -0.1710], [-0.0174, 2.1657, 0.1097], [1.5633, 0.0238, 0.1128], [0.8071, -1.6031, -0.0693]],
  "lowdin_charge": [0.0674, -0.9273, 0.6568, -0.0393, 0.0213, 0.0772, 0.1439]
}


--- ii ---
{
  "formula": "CH2N2OS",
  "method": "ωB97M-V with the def2-TZVPD basis set",
  "molar_mass_g_mol": 90.107,
  "homo_lumo_gap_ev": [8.8, 8.8],
  "species": ["C", "N", "N", "O", "S", "H", "H"],
  "coordinates": [[1.2056, -0.6995, 0.0467], [1.8534, -1.6552, 0.1205], [-0.9649, 0.6735, -1.1211], [0.3572, 1.8418, 0.5416], [-0.1733, 0.5641, 0.1820], [-1.6281, -0.1335, -1.4839], [-0.6500, -0.5911, 1.7143]],
  "lowdin_charge": [-0.3450, 0.0900, -0.2515, -0.3727, 0.5980, 0.0969, 0.1844]
}


Least stable = ii


--- i ---
{
  "formula": "C5H10NO2",
  "method": "ωB97M-V with the def2-TZVPD basis set",
  "spin_multiplicity": 2,
  "s2": 0.751,
  "molar_mass_g_mol": 116.140,
  "homo_lumo_gap_ev": [4.6, 10.9],
  "species": ["O", "C", "O", "C", "C", "C", "C", "N", "H", "H", "H", "H", "H", "H", "H", "H", "H", "H"],
  "coordinates": [[-0.7951, 0.8336, 3.0573], [-0.1658, 0.7579, 2.0379], [1.1859, 1.0134, 2.0067], [-0.6880, 0.2858, 0.6587], [0.3027, -0.7459, 0.1243], [0.0142, -1.5730, -1.1202], [0.4462, -1.2595, -2.3262], [-0.7416, 1.4244, -0.3861], [1.5047, 1.0105, 2.9063], [-1.6812, -0.1004, 0.8703], [1.2997, -0.3068, 0.0260], [0.6460, -1.4721, 0.8811], [-0.5745, -2.4737, -0.9719], [0.2362, -1.8766, -3.1989], [1.0599, -0.4151, -2.6248], [0.2399, 1.4934, -0.7853], [-1.2975, 1.0491, -1.1820], [-0.9917, 2.3550, 0.0270]],
  "lowdin_spin": [0.0951, 0.1131, 0.0496, 0.1002, 0.0323, 0.0165, 0.0332, 0.1865, 0.0046, 0.0192, 0.0074, 0.0059, 0.0003, 0.0001, 0.0112, 0.0874, 0.0964, 0.1408]
}


--- ii ---
{
  "formula": "C5H10NO2",
  "method": "ωB97M-V with the def2-TZVPD basis set",
  "spin_multiplicity": 2,
  "s2": 0.754,
  "molar_mass_g_mol": 116.140,
  "homo_lumo_gap_ev": [10.5, 7.6],
  "species": ["C", "O", "C", "C", "C", "C", "O", "N", "H", "H", "H", "H", "H", "H", "H", "H", "H", "H"],
  "coordinates": [[-2.0711, 0.2371, -0.9597], [-2.9330, -0.6891, -1.3239], [-0.6838, -0.2636, -0.3131], [-0.1170, 0.7474, 0.6641], [1.3065, 0.3306, 1.1316], [2.3524, 0.7184, 0.1361], [3.5312, 0.5332, 0.3225], [-0.9608, -1.5197, 0.4094], [-1.7148, 0.7891, -1.8499], [-2.4968, 1.0072, -0.2904], [0.1041, -0.4394, -1.0322], [0.0162, 1.7206, 0.1596], [-0.8177, 0.9920, 1.4623], [1.2504, -0.7577, 1.2186], [1.4686, 0.7620, 2.1182], [2.0595, 1.1101, -0.8603], [-0.9262, -2.3170, -0.1952], [-1.9302, -1.5483, 0.7126]],
  "lowdin_spin": [0.1184, 0.7648, 0.0117, 0.0034, 0.0016, 0.0001, 0.0003, 0.0033, 0.0695, 0.0242, 0.0005, 0.0000, 0.0006, 0.0000, 0.0001, 0.0000, -0.0004, 0.0021]
}


Least stable = i


--- i ---
{
  "formula": "C3H10NO",
  "method": "ωB97M-V with the def2-TZVPD basis set",
  "total_charge": -1,
  "molar_mass_g_mol": 76.119,
  "homo_lumo_gap_ev": 6.8,
  "species": ["C", "O", "H", "H", "H", "C", "N", "C", "H", "H", "H", "H", "H", "H", "H"],
  "coordinates": [[1.7757, 0.5616, -2.0803], [1.6151, 0.0512, -0.7581], [2.3693, 1.6761, -2.0054], [0.7290, 0.7933, -2.5119], [2.2970, -0.1957, -3.0008], [-1.7345, 0.2025, -0.0063], [-0.5832, 0.0252, 0.8679], [-0.9109, -0.8025, 2.1432], [-2.5391, 0.7686, 0.6592], [-2.2796, -0.5649, -0.2916], [-1.5316, 0.8495, -0.8636], [0.4503, -0.3071, 0.4534], [-1.9657, -0.9102, 2.1361], [-0.6893, -1.9974, 1.9213], [-0.4606, -0.4677, 3.1542]],
  "lowdin_charge": [-0.4382, -0.5037, 0.0568, 0.0066, 0.0559, -0.1989, -0.2105, -0.1722, 0.0928, -0.0131, 0.0654, 0.1036, -0.0027, 0.0920, 0.0661]
}


--- ii ---
{
  "formula": "C3H10NO",
  "method": "ωB97M-V with the def2-TZVPD basis set",
  "total_charge": -1,
  "molar_mass_g_mol": 76.119,
  "homo_lumo_gap_ev": 5.2,
  "species": ["N", "H", "H", "H", "C", "O", "C", "C", "H", "H", "H", "H", "H", "H", "H"],
  "coordinates": [[-0.9816, 4.1326, 0.2519], [-1.0330, 3.7234, 1.1726], [-1.6460, 3.7054, -0.3713], [-1.0818, 5.1328, 0.3053], [0.2297, -2.6628, 0.4224], [1.5023, -3.0257, 0.6128], [0.0571, -1.5517, -0.6400], [0.8976, -0.3206, -0.2853], [-0.2650, -2.2682, 1.3557], [-0.4362, -3.5051, 0.0995], [-1.0018, -1.3037, -0.7699], [0.4300, -1.9505, -1.5848], [1.0177, 0.3538, -1.1378], [1.8554, -0.7304, 0.0509], [0.4556, 0.2708, 0.5180]],
  "lowdin_charge": [0.0105, 0.0011, -0.0012, -0.0102, -0.6020, -0.3689, -0.3024, -0.1564, 0.0685, 0.0627, 0.0735, 0.0813, 0.0431, 0.0537, 0.0467]
}


Least stable = i


--- i ---
{
  "formula": "C3H10NO",
  "method": "ωB97M-V with the def2-TZVPD basis set",
  "total_charge": -1,
  "molar_mass_g_mol": 76.119,
  "homo_lumo_gap_ev": 4.3,
  "species": ["C", "O", "H", "H", "H", "C", "N", "C", "H", "H", "H", "H", "H", "H", "H"],
  "coordinates": [[5.1818, -0.7845, -1.5964], [5.5898, -1.9034, -0.9928], [4.3314, -0.9087, -2.3448], [5.9219, -0.3159, -2.3219], [4.8574, 0.0528, -0.9260], [-3.2370, 1.9475, 1.2363], [-3.1550, 0.5213, 1.2009], [-4.1075, -0.0839, 0.3257], [-4.0176, 2.2795, 1.9428], [-3.5263, 2.4714, 0.3157], [-2.3591, 2.4016, 1.6928], [-2.2226, 0.2507, 0.9032], [-5.1325, 0.0704, 0.6491], [-4.0702, 0.2892, -0.7157], [-3.9288, -1.1569, 0.2313]],
  "lowdin_charge": [-0.5790, -0.4592, 0.0123, 0.0124, 0.0135, -0.1810, -0.1891, -0.1779, 0.0725, 0.0719, 0.0758, 0.1052, 0.0714, 0.0753, 0.0760]
}


--- ii ---
{
  "formula": "C3H10NO",
  "method": "ωB97M-V with the def2-TZVPD basis set",
  "total_charge": -1,
  "molar_mass_g_mol": 76.119,
  "homo_lumo_gap_ev": 7.2,
  "species": ["C", "N", "C", "H", "H", "H", "H", "H", "H", "H", "C", "O", "H", "H", "H"],
  "coordinates": [[-0.4807, -1.7797, 0.5113], [0.3046, -0.9301, -0.3174], [1.6579, -0.7151, 0.0217], [-0.5053, -2.8583, 0.1991], [-0.3213, -1.7797, 1.6155], [-1.4949, -1.4585, 0.4282], [-0.1553, 0.0603, -0.2099], [1.8731, -0.3364, 1.0049], [2.0656, 0.0796, -0.5926], [2.3066, -1.5672, -0.1749], [-1.0597, 2.2971, -0.5007], [-0.6718, 1.3163, 0.3975], [-0.9972, 3.2799, -0.0022], [-0.4262, 2.3453, -1.4421], [-2.0954, 2.0464, -0.9384]],
  "lowdin_charge": [-0.2207, -0.2160, -0.2233, 0.0560, 0.0670, 0.0471, 0.0218, 0.0539, 0.0612, 0.0505, -0.3962, -0.4125, 0.0275, 0.0375, 0.0463]
}


Least stable = i